No. 1
Here is 2 unconnected molecules or ions with the total composition C24H54BN2O6SSi2 in a non-equilibrium geometry from the Open Molecules 2025 dataset. Energies are from ωB97M-V with the def2-TZVPD basis set.

Geometry as XYZ:
```
90
Properties=species:S:1:pos:R:3:forces:R:3
C -1.4016 5.4151 -3.9673 0.0 -1.9 0.3
C -1.5633 4.0477 -3.6871 0.3 2.0 -0.5
C -1.3716 2.8748 -4.7382 0.8 1.7 0.0
C -0.0391 2.0049 -4.5697 -1.0 -0.9 -0.1
C -0.2395 0.5952 -3.8439 1.3 0.1 1.2
B -1.2369 -0.4262 -4.6012 -0.6 -0.9 -0.2
O -0.6621 -1.5410 -5.2934 -0.9 2.1 -0.2
O -2.6652 -0.2537 -4.6469 2.0 0.4 -0.9
C -0.6042 0.8880 -2.3208 -0.6 0.8 -0.4
N -1.1195 -0.3146 -1.5865 0.6 1.5 -0.4
C -2.3415 0.0098 -0.7964 -0.2 -1.2 1.0
C -3.7097 -0.2697 -1.5627 -0.5 0.8 0.6
C -4.3608 1.0459 -2.2317 -0.7 -0.6 0.4
C -5.4459 1.7415 -1.2730 0.2 0.5 -0.9
C 0.5807 1.6271 -1.5083 -0.9 -1.6 0.9
O 1.7577 0.8300 -1.4083 -1.5 0.4 0.7
C 2.0651 0.4815 -0.0411 1.7 0.1 1.3
C 2.5207 1.7591 0.8628 -0.1 -0.6 -0.6
C 3.0194 1.1621 2.2631 -0.7 -0.2 -0.6
C 3.6264 2.5594 0.0391 -0.1 0.5 -0.1
C 4.5251 3.5588 0.8961 0.9 0.3 -0.1
C 5.7907 2.8361 1.6079 -1.1 0.0 -0.7
C 3.6971 4.4871 1.9082 0.2 0.4 -1.1
O 0.9079 2.9409 -2.0340 -0.1 -0.7 -2.1
S 1.3218 2.8979 -3.6479 5.2 2.2 -3.2
O 1.5337 4.2998 -4.1765 -2.0 -3.1 2.1
O 2.6179 2.1667 -3.9182 -4.0 0.6 1.5
H -1.9717 6.2094 -3.3972 1.3 -1.1 -0.1
H -0.6492 5.8034 -4.7319 -1.7 -0.8 0.5
H -1.8076 3.7632 -2.6198 -0.6 0.3 -1.5
H -1.3045 3.3771 -5.7657 -0.1 -0.6 1.5
H -2.3317 2.2763 -4.7467 1.3 0.3 0.2
H 0.3785 1.8278 -5.6167 0.0 0.4 1.6
H 0.7911 0.0873 -3.8338 -1.4 0.6 -0.1
H -1.1353 -1.6598 -6.1424 0.3 -0.5 0.8
H -2.9480 -0.3771 -5.5727 -0.2 -0.3 0.7
H -1.4697 1.6379 -2.3178 1.2 -0.9 -0.1
H -0.3527 -0.6437 -0.9880 -0.6 -0.1 -0.2
H -2.2850 1.0678 -0.3824 -0.3 -1.0 -0.5
H -2.3252 -0.6950 0.1080 0.0 1.0 -1.2
H -3.6091 -1.1322 -2.2875 0.1 1.1 0.8
H -4.4631 -0.5975 -0.7620 1.0 0.3 -1.1
H -4.9315 0.7099 -3.1660 1.0 0.7 1.1
H -3.5938 1.8388 -2.4915 -0.7 -1.1 0.1
H -5.1756 1.7148 -0.1752 -0.3 -0.2 -1.2
H -6.4710 1.2842 -1.4788 1.4 0.5 0.6
H -5.5009 2.8421 -1.5805 -0.1 -1.4 0.5
H 0.1479 1.8047 -0.4628 0.7 0.1 -1.4
H 2.9964 -0.1849 -0.0894 -1.4 0.8 -0.1
H 1.2675 -0.1526 0.4673 0.7 1.0 -0.7
H 1.6171 2.4432 0.9904 1.1 -0.8 0.1
H 3.9467 0.5433 2.0560 -1.1 0.6 0.5
H 3.2469 1.9313 3.0590 -0.2 -0.8 -1.1
H 2.1818 0.4994 2.6676 1.3 0.7 -0.4
H 3.1161 3.1966 -0.7646 0.5 -1.0 1.1
H 4.2917 1.8315 -0.5473 -0.8 0.9 0.9
H 5.0009 4.2832 0.1432 -0.7 -1.0 0.9
H 6.0835 1.9369 0.9647 -0.3 1.2 1.0
H 6.6757 3.5489 1.6541 -1.2 -0.9 0.2
H 5.4387 2.4835 2.6240 0.9 0.3 -1.1
H 4.4227 5.0562 2.5871 -1.1 -0.9 -0.8
H 3.1627 5.2601 1.2568 0.6 -0.9 1.0
H 2.8910 3.9413 2.4815 1.2 0.6 -0.5
C -2.2146 -3.2494 6.0333 -0.3 -0.2 0.0
Si -1.5315 -4.1838 4.5370 2.2 1.7 -0.5
C -2.9121 -4.2537 3.2594 -0.5 -0.3 0.2
C -1.1583 -5.9369 5.1112 -0.5 -0.4 0.2
N -0.1354 -3.3516 3.9728 -0.5 -1.3 -0.9
Si 0.7617 -3.9075 2.6145 -1.2 1.2 2.4
C -0.2498 -3.9286 1.0270 0.4 -0.2 -0.6
C 1.5064 -5.6155 2.8767 0.4 -0.2 -0.5
C 2.2032 -2.7163 2.3310 0.2 -0.2 -0.4
H -3.1049 -3.7542 6.4237 -0.1 0.1 0.1
H -1.4689 -3.2024 6.8316 0.0 0.0 -0.1
H -2.4921 -2.2285 5.7556 0.1 0.0 0.0
H -3.8475 -4.5813 3.7282 -0.1 0.0 -0.1
H -2.6861 -4.9613 2.4590 0.0 0.0 0.0
H -3.0847 -3.2689 2.8180 0.1 0.0 0.0
H -0.2906 -5.9526 5.7745 0.0 0.1 -0.1
H -0.9680 -6.6061 4.2696 0.1 0.0 0.0
H -2.0126 -6.3452 5.6644 0.0 -0.1 0.0
H -0.9691 -4.7500 1.0176 0.0 0.1 0.0
H 0.4077 -4.0628 0.1593 -0.1 0.0 -0.1
H -0.7908 -2.9875 0.8967 0.0 0.0 0.1
H 2.0140 -5.6751 3.8422 -0.1 0.1 0.0
H 2.2436 -5.8322 2.0944 0.1 -0.1 0.0
H 0.7469 -6.3987 2.8314 0.0 0.0 0.1
H 2.8549 -2.6865 3.2073 -0.1 0.0 0.0
H 1.8436 -1.7040 2.1308 0.0 -0.1 0.1
H 2.8003 -3.0405 1.4701 0.1 0.1 0.0
```
Forces are in eV/Å.

net charge = -1
highest occupied orbital energy = -3.42 eV
orbital gap = 4.729 eV
DFT total energy = -2509.8712 Eh

***

No. 2
Here is a molecular structure, C7H12 from the Open Molecules 2025 dataset. Energies are from ωB97M-V with the def2-TZVPD basis set.

Geometry as XYZ:
```
19
Properties=species:S:1:pos:R:3:forces:R:3
C -2.3674 -0.3540 -0.2268 0.0 -0.1 -0.1
C -1.1946 0.5642 0.0608 0.2 0.0 -0.1
C -0.1078 -0.0568 0.9936 0.0 -0.1 0.1
C 1.2951 0.3919 0.4492 0.2 -0.1 0.4
C 2.3567 -0.6959 0.5490 0.1 -0.1 0.2
C 1.1303 0.7531 -1.0292 0.0 0.1 0.6
C -0.1699 0.8087 -1.0362 0.4 -0.1 -0.5
H -2.0005 -1.2689 -0.6998 -0.1 0.0 0.0
H -2.8812 -0.6229 0.7046 0.1 0.1 -0.2
H -3.0896 0.1307 -0.8913 0.1 -0.1 0.1
H -1.5666 1.5046 0.5046 0.2 -0.2 -0.5
H -0.2699 0.2042 2.0457 0.0 0.1 -0.2
H -0.1885 -1.1496 0.9168 0.0 0.2 -0.1
H 1.6301 1.2757 1.0006 0.1 0.0 0.0
H 2.0491 -1.5924 -0.0044 0.0 0.2 0.1
H 2.5526 -0.9820 1.5866 0.0 0.0 0.0
H 3.2871 -0.3362 0.1004 -0.1 -0.1 0.1
H 0.1684 0.6590 -2.4157 -0.7 -0.1 -0.2
H -0.6334 0.7667 -2.6083 -0.6 0.4 0.3
```
Forces are in eV/Å.

net charge = 0
highest occupied orbital energy = -8.34 eV
orbital gap = 9.014 eV
DFT total energy = -273.6772 Eh
relative energy (zero: lowest compared OMol25 entry of this formula, charge and spin) = 145.2 kcal per mole

***

No. 3
Here is 7 unconnected molecules or ions with the total composition C36H76N7O10 in a non-equilibrium geometry from the Open Molecules 2025 dataset. Energies are from ωB97M-V with the def2-TZVPD basis set.

Geometry as XYZ:
```
129
Properties=species:S:1:pos:R:3:forces:R:3
C -2.8301 0.3649 7.6203 -0.1 -0.3 0.5
O -3.3100 0.7515 6.3617 0.4 0.1 0.0
C -2.3910 1.5963 5.6591 -0.4 -0.4 -0.1
C -2.8230 1.6158 4.1950 0.3 0.2 0.0
C -1.9607 0.7765 3.2252 -0.9 0.0 0.5
C -1.4355 -0.5488 3.8026 0.7 0.2 -0.2
C 0.1150 -0.6932 3.8715 0.2 -0.6 -0.3
C 0.8577 0.5985 4.2087 0.6 0.0 0.4
C 2.3706 0.4163 4.3663 -0.6 0.9 0.1
O 2.7001 0.2310 5.7615 -0.1 -0.3 -0.6
C 4.0627 0.1588 5.8670 -0.7 3.2 0.6
C 4.7896 1.4901 5.9797 -1.1 0.2 -0.6
O 4.6387 -0.8450 5.8938 1.6 -3.5 0.0
C 0.4099 -1.7817 4.9308 -0.1 0.1 -0.7
C -0.0102 -3.2203 4.5334 -1.1 -0.3 1.5
C 0.8736 -4.1782 5.3690 -0.1 -0.2 -0.4
C -1.4747 -3.5489 4.9598 0.1 0.7 -0.3
N 0.0731 -3.5020 3.0638 2.1 -0.5 1.6
O 0.2855 -4.7598 2.8771 -0.7 0.1 -0.7
C 1.0355 -2.6399 2.3468 -0.1 0.0 -2.1
C 0.9159 -3.0030 0.8292 0.2 0.2 0.2
C 2.5016 -2.9152 2.7092 -0.3 0.4 1.0
C 0.6257 -1.1691 2.4632 -0.7 -0.2 0.8
H -3.0767 1.0784 8.4154 0.0 0.2 -0.1
H -3.2966 -0.5840 7.8846 -0.1 0.0 0.0
H -1.7453 0.2023 7.6516 0.0 0.1 -0.2
H -1.4030 1.1460 5.7942 0.1 0.2 -0.1
H -2.3777 2.6026 6.0911 -0.1 0.0 0.1
H -2.8547 2.6471 3.8340 0.0 -0.2 0.0
H -3.8469 1.2435 4.1681 -0.1 0.0 0.1
H -2.6115 0.5212 2.3907 0.1 0.2 -0.2
H -1.2002 1.4194 2.8095 0.3 -0.2 0.0
H -1.7810 -1.3543 3.1558 -0.1 -0.1 0.1
H -1.8340 -0.7826 4.7897 -0.2 0.4 0.0
H 0.5313 1.0752 5.1352 -0.2 -0.1 0.0
H 0.7425 1.3505 3.4307 -0.3 -0.1 -0.2
H 2.8329 1.3572 4.0448 0.2 -0.1 0.0
H 2.7691 -0.3838 3.7423 0.1 -0.2 0.2
H 5.3844 1.5375 6.8819 0.2 -0.1 0.0
H 5.3885 1.6008 5.0792 0.4 0.0 0.1
H 4.0628 2.2993 5.9535 0.0 0.1 0.2
H -0.1454 -1.5269 5.8334 0.1 0.0 0.2
H 1.4588 -1.8099 5.2228 0.1 0.1 -0.2
H 1.8359 -4.3766 4.9047 0.2 0.2 0.1
H 0.9987 -3.7573 6.3665 0.1 0.1 0.0
H 0.3898 -5.1411 5.4857 0.0 -0.1 -0.1
H -1.8358 -2.8734 5.7361 0.1 0.0 0.1
H -1.5743 -4.5621 5.3337 0.0 -0.1 -0.2
H -2.1169 -3.3901 4.0980 -0.3 -0.2 0.0
H 1.8634 -3.4039 0.4812 0.0 -0.2 -0.2
H 0.7056 -2.1149 0.2341 0.0 0.0 0.0
H 0.1416 -3.7421 0.6440 0.0 0.0 0.1
H 2.7951 -3.9332 2.4768 0.0 -0.1 -0.3
H 3.1004 -2.1739 2.1813 0.2 -0.2 -0.2
H 2.7100 -2.7666 3.7682 0.0 0.1 0.1
H -0.2134 -1.0326 1.7888 0.0 0.2 -0.2
H 1.4360 -0.5536 2.0744 0.1 0.0 0.0
C -0.6907 2.0047 -1.6005 -0.2 -0.1 0.2
C 0.0348 1.6382 -0.3344 0.0 0.0 0.2
O -0.5386 1.2420 0.6782 0.0 0.1 -0.4
N 1.3823 1.7582 -0.3594 -0.2 0.0 -0.1
C 2.2085 2.1977 -1.4721 0.2 -0.1 0.4
H -1.7589 1.8640 -1.4617 0.0 0.0 0.1
H -0.5076 3.0496 -1.8513 0.0 -0.1 -0.2
H -0.3578 1.3688 -2.4190 0.0 0.2 -0.1
H 1.8319 1.5022 0.5061 0.0 0.0 0.0
H 2.9101 1.4036 -1.7312 0.1 0.1 -0.2
H 2.7753 3.0789 -1.1687 0.1 0.0 -0.2
H 1.6059 2.4398 -2.3426 -0.1 -0.1 0.0
C 0.3372 1.5533 -6.9601 0.2 -0.2 0.2
C 0.9849 1.7153 -5.6097 0.0 0.0 0.1
O 0.3334 1.7283 -4.5710 0.1 0.0 0.0
N 2.3367 1.8500 -5.5673 -0.2 0.0 -0.1
C 3.2693 1.8596 -6.6768 0.1 0.1 0.5
H -0.7318 1.4610 -6.8322 0.0 0.1 0.1
H 0.5341 2.4249 -7.5831 0.0 -0.1 -0.1
H 0.7113 0.6521 -7.4509 0.1 0.1 -0.1
H 2.7056 1.9543 -4.6336 0.1 0.0 -0.1
H 3.9849 1.0441 -6.5521 0.0 0.0 -0.2
H 3.8141 2.8053 -6.6810 0.1 0.0 -0.2
H 2.7582 1.7402 -7.6258 -0.1 0.0 0.0
C -5.8014 3.9703 0.7755 0.0 0.0 0.0
C -4.4080 3.4389 1.0174 0.3 -0.2 0.0
O -3.6932 3.8637 1.9083 -0.1 0.2 0.1
N -3.9554 2.4479 0.2011 -0.2 0.2 0.0
C -4.6435 1.8116 -0.9038 0.4 -0.1 0.2
H -6.0122 4.7480 1.5036 0.1 0.0 0.0
H -5.8771 4.3991 -0.2250 -0.1 -0.1 0.0
H -6.5382 3.1742 0.8921 0.0 0.0 -0.1
H -3.0163 2.1393 0.4246 0.0 -0.1 0.0
H -4.7263 0.7406 -0.7082 -0.1 0.0 -0.1
H -4.0657 1.9547 -1.8202 -0.2 -0.1 -0.1
H -5.6376 2.2235 -1.0445 0.0 0.0 0.0
C -4.1180 2.9750 -9.0732 0.0 0.0 0.0
C -3.3205 3.0512 -7.7936 0.2 0.0 0.1
O -2.1035 2.9397 -7.7783 -0.3 0.1 -0.2
N -4.0037 3.2506 -6.6364 0.0 0.0 -0.2
C -5.4346 3.4051 -6.4526 0.3 0.0 0.3
H -3.4366 2.8141 -9.9032 0.1 0.0 0.1
H -4.8225 2.1430 -9.0339 -0.1 0.1 0.0
H -4.6583 3.9076 -9.2410 -0.1 -0.1 0.0
H -3.4092 3.2909 -5.8220 0.0 0.0 0.0
H -5.6359 4.3742 -5.9930 -0.2 0.0 -0.1
H -5.7989 2.6204 -5.7871 -0.2 0.0 -0.1
H -5.9660 3.3437 -7.3961 0.1 0.0 0.0
C 6.1979 -0.0206 -1.4086 0.0 0.0 0.0
C 6.0200 0.7893 -2.6703 0.0 0.2 -0.1
O 5.6352 1.9494 -2.6470 -0.1 -0.1 0.0
N 6.3040 0.1800 -3.8515 0.0 -0.1 0.3
C 6.7662 -1.1786 -4.0742 -0.1 0.3 -0.4
H 5.9343 0.5966 -0.5545 0.0 0.1 -0.1
H 5.5456 -0.8951 -1.4224 0.1 -0.1 0.0
H 7.2360 -0.3374 -1.3023 0.0 -0.1 0.0
H 6.1657 0.7753 -4.6534 0.0 0.0 0.0
H 7.7292 -1.1513 -4.5867 0.0 -0.2 0.1
H 6.0485 -1.7040 -4.7060 0.1 -0.2 0.1
H 6.8771 -1.7190 -3.1406 0.0 0.1 0.0
C -0.4149 -6.3054 -3.2528 0.0 0.0 0.0
C -0.0878 -4.8382 -3.3969 0.2 0.2 -0.1
O 0.9399 -4.4527 -3.9316 0.0 -0.1 0.0
N -0.9873 -3.9441 -2.9045 0.0 -0.3 0.0
C -2.2498 -4.2125 -2.2419 0.2 0.5 -0.1
H 0.3901 -6.8892 -3.6889 0.0 0.1 0.0
H -0.5087 -6.5725 -2.1992 -0.1 0.0 0.0
H -1.3418 -6.5423 -3.7771 0.0 0.0 0.1
H -0.7081 -2.9834 -3.0320 0.0 0.0 0.0
H -3.0591 -3.7466 -2.8073 -0.1 -0.1 0.1
H -2.2300 -3.7785 -1.2404 -0.1 -0.1 0.1
H -2.4398 -5.2774 -2.1628 0.1 0.0 0.0
```
Forces are in eV/Å.

net charge = 0
highest occupied orbital energy (alpha / beta) = -8.29 / -9.11 eV
2S+1 = 2
orbital gap (alpha / beta) = 8.546 / 9.365 eV
DFT total energy = -2552.9667 Eh

***

No. 4
Here is 2 unconnected molecules or ions with the total composition CH7N2 in a non-equilibrium geometry from the Open Molecules 2025 dataset. Energies are from ωB97M-V with the def2-TZVPD basis set.

Geometry as XYZ:
```
10
Properties=species:S:1:pos:R:3:forces:R:3
N -1.7226 -0.4861 -0.7155 -0.5 0.1 -0.5
H -2.3294 -1.1679 -0.2450 0.7 0.0 -0.2
H -1.2644 -0.9371 -1.5131 -0.2 -0.4 0.5
H -0.1818 0.7505 0.0586 -0.4 0.1 0.0
H -2.4192 0.0791 -1.1961 0.0 0.4 0.1
C 1.7062 0.2014 0.2231 -3.9 -1.5 -0.1
N 0.5513 0.5012 0.7267 1.2 0.1 -0.9
H 2.3216 -0.5184 0.6713 1.6 0.1 1.4
H 1.6659 0.1469 -0.8465 0.7 1.0 -0.6
H 0.1685 0.3327 1.6542 0.8 0.0 0.3
```
Forces are in eV/Å.

net charge = +1
highest occupied orbital energy = -15.41 eV
orbital gap = 9.436 eV
DFT total energy = -151.5138 Eh
relative energy (zero: lowest compared OMol25 entry of this formula, charge and spin) = 23.3 kcal per mole

***

No. 5
Here is 2 unconnected molecules or ions with the total composition C4H8N2O3 from the Open Molecules 2025 dataset. Energies are from ωB97M-V with the def2-TZVPD basis set.

Geometry as XYZ:
```
17
Properties=species:S:1:pos:R:3:forces:R:3
C -2.8933 1.3859 -1.6564 0.1 -0.1 0.1
C -1.9978 0.6645 -0.9985 0.1 0.2 -0.2
C -2.4190 -0.2858 0.0655 -0.3 0.0 0.0
O -3.5650 -0.4786 0.3718 0.1 0.0 0.0
O -1.4204 -0.9373 0.6816 0.2 -0.1 0.1
H -2.6224 2.0813 -2.4323 0.1 0.1 -0.1
H -3.9401 1.2860 -1.4189 -0.2 -0.1 0.1
H -0.9382 0.7340 -1.2075 0.1 0.1 -0.1
H -0.5427 -0.6791 0.3399 -0.3 0.0 0.0
N 3.5946 -1.0737 1.2539 0.0 -0.4 -0.3
N 3.0342 0.1721 1.1853 0.2 0.4 0.3
C 2.0002 0.4181 0.5210 0.0 0.1 0.1
O 1.2057 -0.4505 -0.1886 0.2 -0.3 0.0
H 2.9591 -1.8690 1.2647 0.0 0.2 0.2
H 4.2496 -1.1023 2.0231 -0.2 -0.1 -0.1
H 1.6356 1.4311 0.4912 -0.1 0.1 -0.1
H 1.6598 -1.2968 -0.2958 0.0 0.0 -0.1
```
Forces are in eV/Å.

net charge = 0
highest occupied orbital energy = -9.51 eV
orbital gap = 9.797 eV
SMILES string = C=CC(=O)O.N/N=C\O
DFT total energy = -492.3982 Eh
relative energy (zero: lowest compared OMol25 entry of this formula, charge and spin) = 65.7 kcal per mole

***

No. 6
Here is 2 unconnected molecules or ions with the total composition FH2O3PS in a non-equilibrium geometry from the Open Molecules 2025 dataset. Energies are from ωB97M-V with the def2-TZVPD basis set.

Geometry as XYZ:
```
8
Properties=species:S:1:pos:R:3:forces:R:3
O 2.0513 0.0075 1.5885 -0.5 -1.7 -1.1
O 3.3297 1.7240 0.3361 2.8 2.6 -0.3
O -1.8762 1.0151 -0.4407 -1.7 0.1 -0.4
F -0.6244 1.5991 -0.6883 -0.3 0.4 -0.4
P 2.6385 0.4774 0.1289 -3.4 1.1 3.9
S 2.4144 -0.6300 -1.3950 0.3 -2.7 -2.9
H 1.2241 -0.5195 1.4367 0.9 0.7 0.4
H -2.5732 1.5370 -0.9728 2.0 -0.5 0.8
```
Forces are in eV/Å.

net charge = 0
highest occupied orbital energy (alpha / beta) = -5.94 / -10.85 eV
2S+1 = 3
orbital gap (alpha / beta) = 5.887 / 6.713 eV
DFT total energy = -1066.0797 Eh
relative energy (zero: lowest compared OMol25 entry of this formula, charge and spin) = 29.1 kcal per mole